(1)
This record from OMol25 describes a 2-piece molecular cluster, C3H10S overall at a distorted geometry. The level of theory is the ωB97M-V functional and the def2-TZVPD basis.

Structure (XYZ):
```
14
Properties=species:S:1:pos:R:3:forces:R:3
H 1.095363 0.606021 -1.427880 0.0 0.7 0.8
H 2.842601 1.221884 -1.452843 -0.3 0.5 0.1
C -2.106220 0.157609 0.218703 -0.1 -0.8 0.5
H -1.529385 0.036057 2.360467 -0.3 0.4 0.0
C -1.116408 -0.085296 1.360463 -0.2 0.0 0.1
H -0.257843 0.574418 1.263149 0.2 -0.2 0.1
S 2.704824 -0.548167 0.091956 -0.2 0.1 0.2
H -2.463441 1.181710 0.151057 0.2 0.1 -0.1
C 2.157118 0.392558 -1.352786 0.1 -1.2 -1.0
H -2.986242 -0.479278 0.363215 0.1 0.1 -0.1
H -1.617426 -0.175647 -0.700021 -0.2 0.4 -0.2
H 2.286341 -0.225583 -2.242302 0.4 -0.1 0.0
H -0.806783 -1.129943 1.363949 0.3 0.0 -0.3
H 1.797502 -1.526337 0.002874 0.0 0.0 0.0
```
Positions in Å, forces in eV/Å.

Summary:
M	78.180	g/mol
charge	0
Kohn-Sham gap	0.3652	hartree
E_tot	-518.45950	hartree
F_max	1.5	eV/A



(2)
This record from OMol25 describes a 2-piece molecular cluster, C3H10S2 overall at a distorted geometry. The level of theory is the ωB97M-V functional and the def2-TZVPD basis.

Structure (XYZ):
```
15
Properties=species:S:1:pos:R:3:forces:R:3
H 2.053699 -4.350348 0.102980 -0.2 0.5 -0.4
S -2.796662 2.479006 -2.145017 -1.4 0.1 -1.3
H 4.109139 -3.502992 1.297669 -0.6 -0.1 -0.6
H 3.398550 -4.683515 2.368669 0.1 0.4 -0.2
C 3.110213 -2.671707 2.910339 0.0 0.8 0.4
H 3.026870 -1.652413 2.531932 0.0 0.0 -0.3
C 1.824962 -3.955201 1.090155 2.1 -0.6 0.2
H -0.172931 2.099288 -1.496606 -1.0 0.8 1.3
C 3.190114 -3.721925 1.859228 -0.8 -0.8 -0.3
H 1.147967 -3.104667 1.080481 0.1 -0.1 -0.1
H -2.435795 3.481459 -2.974088 -0.2 -0.1 0.1
H 4.061570 -2.721440 3.417370 0.2 0.2 0.8
S -1.360645 2.767689 -0.741283 2.7 -0.8 -0.1
H 1.434789 -4.830165 1.585171 -0.9 0.0 0.3
H 2.271807 -2.787861 3.592606 0.0 -0.3 0.2
```
Positions in Å, forces in eV/Å.

Summary:
M	110.247	g/mol
multiplicity	2
charge	-1
Kohn-Sham gap (spin up / spin down)	0.0940 / 0.2862	hartree
E_tot	-916.60681	hartree
F_max	2.8	eV/A



(3)
This record from OMol25 describes a 2-piece molecular cluster, C3H10S2 overall. The level of theory is the ωB97M-V functional and the def2-TZVPD basis.

Structure (XYZ):
```
15
Properties=species:S:1:pos:R:3:forces:R:3
C -1.470002 -0.532600 -1.558365 0.7 0.1 0.1
H 0.505880 -0.164924 3.530865 0.0 -0.1 -0.4
C 0.778888 0.833972 3.191645 0.1 -0.2 0.9
H 0.433463 0.112895 -2.191105 0.3 0.0 -0.4
S 2.312304 0.827507 2.238515 -0.5 -0.3 -0.4
H 0.934341 0.290708 0.074512 0.1 0.0 0.0
H -2.463802 -0.736258 -1.944043 -0.1 0.0 0.0
H -1.203070 -1.267504 -0.798099 -0.2 -0.2 0.0
H -1.443982 0.425698 -1.039145 -0.5 0.1 0.0
H 0.017138 -1.460653 -2.879354 0.0 0.0 -0.1
H 0.974955 1.353710 4.134163 0.1 0.4 -0.2
H -0.732262 0.003519 -3.542965 0.1 0.1 0.0
C -0.370175 -0.472604 -2.634893 -0.4 -0.2 0.5
S 1.778843 -0.516065 0.741003 0.1 0.3 0.3
H -0.052519 1.302601 2.677266 0.0 0.1 -0.2
```
Positions in Å, forces in eV/Å.

Summary:
M	110.247	g/mol
charge	0
Kohn-Sham gap	0.3549	hartree
E_tot	-916.65552	hartree
F_max	1.0	eV/A



(4)
This record from OMol25 describes a 2-piece molecular cluster, C3H10S3 overall at a distorted geometry. The level of theory is the ωB97M-V functional and the def2-TZVPD basis.

Structure (XYZ):
```
16
Properties=species:S:1:pos:R:3:forces:R:3
H -0.432483 -2.724430 -3.934490 0.1 0.4 -0.3
H 1.164842 -0.107697 -0.475885 -0.2 0.2 -0.1
C -1.543132 -0.628432 -1.065955 1.1 0.1 -1.2
C 1.549000 0.606502 0.257327 -0.8 -0.3 -0.9
H -0.856996 0.220017 -1.000727 0.3 -0.5 0.0
H 1.149786 0.974814 2.979039 0.3 0.7 0.6
S 0.149666 1.594485 0.878520 0.4 0.1 1.0
H -0.368757 2.102697 3.155038 0.4 0.2 0.6
H -2.092353 -0.430395 -1.983250 -1.0 0.0 0.6
C 0.145758 1.265501 2.718416 -0.5 -1.4 -2.2
H -0.439467 0.347949 2.799378 -0.2 0.2 0.5
H 2.045287 -0.081032 0.937718 0.3 0.7 0.5
H 2.165697 1.308990 -0.294962 0.6 -0.2 0.4
S 0.054907 -1.597096 -3.379248 -0.3 -0.7 0.6
S -0.676605 -2.215279 -1.500792 0.1 1.0 0.4
H -2.015151 -0.636593 -0.090127 -0.6 -0.5 -0.2
```
Positions in Å, forces in eV/Å.

Summary:
M	142.314	g/mol
charge	0
Kohn-Sham gap	0.3220	hartree
E_tot	-1314.81348	hartree
F_max	2.7	eV/A



(5)
This record from OMol25 describes a 2-piece molecular cluster, C3H10S3 overall. The level of theory is the ωB97M-V functional and the def2-TZVPD basis.

Structure (XYZ):
```
16
Properties=species:S:1:pos:R:3:forces:R:3
H -3.269941 -2.441938 -0.156682 -0.1 0.1 -0.1
H 1.314040 0.519526 -1.098340 0.0 0.0 -0.1
C -2.674312 -1.530670 -0.091022 -0.1 0.0 0.2
S 3.669633 0.233219 -0.673219 0.1 -0.1 -0.2
H -1.726595 1.151709 -1.281662 -0.1 0.1 -0.1
H 1.626111 1.753962 1.006048 0.3 -0.1 0.2
H -1.935746 -1.529554 -0.889012 0.1 -0.1 0.0
H 1.676162 -0.987453 -0.306000 0.2 -0.2 -0.1
C 1.908810 0.075065 -0.304212 -0.5 -0.1 0.3
H 3.645672 1.558218 -0.840364 0.1 0.1 0.0
S -2.439192 1.436408 -0.179698 0.0 -0.1 0.2
H 0.502898 0.479758 1.340946 -0.2 -0.2 -0.3
H -2.204670 -1.503428 0.889076 0.1 0.0 0.0
C 1.534847 0.663630 1.045122 -0.1 0.3 0.2
H 2.156299 0.239617 1.835302 0.1 0.3 -0.1
S -3.784018 -0.118064 -0.296278 0.1 0.0 -0.2
```
Positions in Å, forces in eV/Å.

Summary:
M	142.314	g/mol
charge	0
Kohn-Sham gap	0.3457	hartree
E_tot	-1314.84466	hartree
F_max	0.6	eV/A



(6)
This record from OMol25 describes a 2-piece molecular cluster, C3H10S4 overall at a distorted geometry. The level of theory is the ωB97M-V functional and the def2-TZVPD basis.

Structure (XYZ):
```
17
Properties=species:S:1:pos:R:3:forces:R:3
H -1.082972 1.523630 -1.584833 0.8 0.7 0.2
H 1.383591 -3.159279 -0.621878 0.1 1.5 0.2
S -2.002897 0.656351 -1.907078 -1.1 -0.7 0.6
H 0.675568 -1.564118 -1.240117 0.5 -0.6 0.4
H -1.981486 -1.843863 0.131928 -0.1 0.9 0.5
H 2.441922 -1.895191 -1.416584 -0.8 -0.2 0.7
C -1.925831 -0.902215 0.730499 0.4 0.8 0.4
H 1.748122 1.777959 2.461532 1.3 -0.3 -1.1
H 3.146374 2.401962 1.345094 -0.8 -0.7 0.5
C 2.552133 1.512468 1.691123 -0.3 0.6 0.4
H 3.257426 0.783894 2.100769 -0.1 0.2 0.1
H -2.314426 -1.045383 1.766308 0.0 0.0 -0.8
S 1.824190 -1.211604 0.842048 0.0 -0.4 0.2
S 1.835137 0.779134 0.190862 -0.1 -0.1 0.0
H -0.880243 -0.527558 0.853549 -0.8 -0.7 -0.3
C 1.554192 -2.044513 -0.743489 0.1 0.0 -1.2
S -2.873732 0.535714 0.007633 0.6 -1.0 -0.5
```
Positions in Å, forces in eV/Å.

Summary:
M	174.381	g/mol
charge	0
Kohn-Sham gap	0.3135	hartree
E_tot	-1713.02244	hartree
F_max	1.7	eV/A



(7)
This record from OMol25 describes a 2-piece molecular cluster, C3H10Si2 overall at a distorted geometry. The level of theory is the ωB97M-V functional and the def2-TZVPD basis.

Structure (XYZ):
```
15
Properties=species:S:1:pos:R:3:forces:R:3
Si -0.456201 -0.527757 2.092963 -1.1 2.9 -0.2
H 2.679719 -0.943427 -2.541044 0.2 -1.3 0.2
C 1.975505 0.634491 -1.073003 1.5 0.0 0.0
C 0.936545 0.307949 -1.751303 1.8 -0.5 -0.4
H -3.807927 -1.137086 0.814673 1.5 0.0 0.7
H -0.066946 0.023292 -1.709143 -1.4 0.0 -0.2
H -2.526469 0.367209 -0.221345 0.5 0.1 -0.4
H -3.148855 0.899673 1.939961 0.9 -1.3 -0.5
H -0.128654 0.981798 2.234813 -0.1 -1.0 -0.3
H -1.057849 -0.764544 3.337726 0.0 -0.8 1.8
H 0.696922 -1.175379 1.672122 1.3 -1.3 -0.5
C 2.267218 0.025020 -2.489095 -1.3 1.1 2.4
H 2.493696 0.963096 -0.138399 -0.8 -0.4 -1.1
H 2.643355 0.645236 -3.255354 0.0 1.0 -0.8
Si -2.500059 -0.299571 1.086428 -3.0 1.5 -0.5
```
Positions in Å, forces in eV/Å.

Summary:
M	102.285	g/mol
charge	0
Kohn-Sham gap	0.3831	hartree
E_tot	-699.07798	hartree
F_max	3.4	eV/A



(8)
This record from OMol25 describes a 2-piece molecular cluster, C3H11BNO overall at a distorted geometry. The level of theory is the ωB97M-V functional and the def2-TZVPD basis.

Structure (XYZ):
```
17
Properties=species:S:1:pos:R:3:forces:R:3
H -0.079302 1.608523 -1.088334 -1.6 3.1 0.9
H -3.135360 -0.542784 -1.873977 0.1 1.8 -0.5
N 0.165054 -0.167351 0.115442 1.4 2.6 3.3
H 1.777222 -1.294647 -0.810513 -2.2 0.0 1.5
C 0.366189 0.709565 -1.030613 2.2 -3.7 -3.3
H 0.125454 -1.953863 -0.859146 -0.7 -0.2 -0.7
H 1.002465 -0.228899 2.189882 -0.4 0.2 -0.8
B -2.928534 -0.933180 -0.823420 2.2 -1.0 0.6
O -1.079546 -0.255216 0.639256 -3.2 -0.7 -1.7
H 1.985369 0.371423 0.843236 0.8 0.6 0.4
C 0.760929 -1.409690 -0.200029 3.6 -3.6 -1.2
H 0.695157 1.464772 1.628708 0.1 -1.0 -0.9
C 1.022466 0.443058 1.309162 -0.5 -0.4 -0.1
H -0.036829 0.130290 -1.918126 0.3 0.6 0.8
H 0.984568 -2.169302 0.611757 -0.5 1.6 -0.3
H 1.478567 0.761966 -1.249487 -1.4 0.3 0.5
H -3.183574 -2.031771 -0.567164 -0.1 -0.2 1.4
```
Positions in Å, forces in eV/Å.

Summary:
M	87.939	g/mol
charge	+1
Kohn-Sham gap (spin up / spin down)	0.3179 / 0.3179	hartree
E_tot	-275.24640	hartree
F_max	5.4	eV/A